Computed, not measured: a structure of composition C20H38AlFO5P in a non-equilibrium geometry, with the ωB97M-V functional and the def2-TZVPD basis.

Last column: Löwdin charge in e.
Cartesian coordinates (Å):
C 1.155 -5.995 3.454  -0.10
C 1.510 -4.992 2.218  -0.38
F 2.130 -5.853 1.212  -0.12
C 0.111 -4.503 1.608  -0.25
Al 0.247 -3.016 0.204  0.23
C -1.566 -2.280 -0.404  -0.25
C 1.562 -1.512 0.759  -0.22
C 1.310 -0.955 2.244  -0.42
C 0.118 0.163 2.268  -0.06
O 2.503 -0.522 2.958  -0.21
C 3.243 0.483 2.235  -0.19
C 4.552 -0.269 1.628  -0.13
C 5.188 0.079 0.254  -0.03
C 6.414 -0.777 -0.196  -0.08
C 6.978 -1.953 0.675  -0.09
C 6.335 -2.267 2.065  -0.08
C 5.121 -1.425 2.525  -0.02
H 2.093 -6.277 4.068  0.06
H 0.322 -5.592 4.124  0.07
H 0.805 -6.974 2.948  0.08
H 2.195 -4.158 2.588  0.13
H -0.660 -4.208 2.410  0.05
H -0.342 -5.421 1.064  0.07
H 0.919 -3.695 -1.101  -0.08
H -2.106 -2.987 -1.126  -0.01
H -1.440 -1.266 -0.939  -0.02
H -2.266 -2.155 0.512  -0.01
H 2.613 -1.997 0.682  0.07
H 1.545 -0.611 0.050  0.04
H 0.880 -1.843 2.853  0.12
H -0.865 -0.444 2.299  0.08
H 0.179 0.808 1.328  0.05
H 0.221 0.777 3.236  0.08
H 2.635 1.000 1.404  0.12
H 3.586 1.315 2.965  0.13
H 4.777 0.916 -0.395  0.09
H 6.915 -0.595 -1.203  0.07
H 7.855 -2.607 0.338  0.07
H 6.694 -3.111 2.737  0.08
H 4.655 -1.694 3.537  0.10
O -1.818 3.689 -3.117  -0.25
P -3.121 2.989 -2.717  0.71
O -3.331 3.771 -1.262  -0.21
C -3.212 5.184 -1.168  -0.30
C -4.563 5.858 -1.282  -0.09
O -2.427 1.602 -2.145  -0.22
C -1.194 1.142 -2.691  -0.30
C -0.039 1.569 -1.804  -0.07
O -4.605 2.193 -2.406  -0.20
C -5.833 2.854 -2.649  -0.31
C -5.926 3.440 -4.043  -0.09
H -2.528 5.589 -1.917  0.10
H -2.783 5.402 -0.186  0.12
H -4.984 5.717 -2.282  0.06
H -4.480 6.932 -1.101  0.08
H -5.272 5.438 -0.563  0.08
H -1.063 1.491 -3.718  0.10
H -1.236 0.050 -2.730  0.11
H -0.069 2.638 -1.578  0.07
H 0.920 1.337 -2.276  0.08
H -0.087 1.048 -0.843  0.05
H -6.001 3.611 -1.881  0.09
H -6.624 2.109 -2.524  0.12
H -5.125 4.164 -4.229  0.06
H -6.885 3.945 -4.180  0.08
H -5.833 2.653 -4.796  0.08

Summary:
Gap between HOMO and LUMO: 0.18877 hartree
LUMO level: 0.44 eV
HOMO level: -4.70 eV
Calculated total energy: -50192.079 eV
Charge: -1